P.
Here is a structure of composition C8H9N2O from the Open Molecules 2025 dataset. Energies are from the ωB97M-V functional and the def2-TZVPD basis.

XYZ file:
```
20
Properties=species:S:1:pos:R:3:lowdin_charge:R:1
C 1.7983 -1.7023 0.4495 -0.057
C 2.6378 1.3901 0.1835 -0.039
C 1.2871 1.4019 0.4448 -0.060
C 0.5238 -1.8351 -0.0655 -0.251
C 3.6095 0.4410 -0.0735 -0.247
C -0.3171 -2.8731 0.0815 0.180
C 0.2789 -0.5634 -0.8706 -0.078
C -1.1300 0.9557 0.2828 -0.012
N 2.8200 -1.2053 0.6648 0.250
N 0.2840 0.7186 -0.0734 -0.111
O 4.6265 0.0903 -0.4118 0.278
H 3.3212 2.2662 0.5895 0.188
H 1.0982 2.3072 1.0140 0.152
H -1.2041 -2.9265 -0.4538 0.070
H -0.1945 -3.7619 0.6537 0.092
H 1.0394 -0.3105 -1.7364 0.182
H -0.7709 -0.4293 -1.3647 0.155
H -1.1532 1.8400 0.7478 0.043
H -1.8447 1.0385 -0.5154 0.095
H -1.4896 0.0574 1.0138 0.169
```

- HOMO energy (eV) = -13.5
- total charge = +1
- gap between HOMO and LUMO (eV) = 9.21
- LUMO (eV) = -4.326

Q.
Here is a structure of composition C8H9N2O from the Open Molecules 2025 dataset. Energies are from the ωB97M-V functional and the def2-TZVPD basis.

XYZ file:
```
20
Properties=species:S:1:pos:R:3:lowdin_charge:R:1
C -1.3710 -0.8203 -1.1619 -0.001
C -0.0861 -1.7994 1.5663 -0.002
C 0.2833 -0.4408 1.5498 -0.025
C -0.6369 0.3810 -1.4858 -0.205
C -0.5066 -2.7319 0.6284 -0.251
C -0.8973 1.3527 -2.3459 0.147
C 0.7797 0.0479 -0.7962 -0.066
C 0.9303 1.8060 1.0634 0.029
N -1.6182 -1.8521 -0.6270 0.234
N 0.6010 0.4115 0.5827 -0.111
O -0.6544 -3.8114 0.3500 0.283
H -0.3677 -2.1633 2.4698 0.095
H 0.2465 -0.0806 2.5458 0.134
H -0.2932 2.0709 -2.8626 0.099
H -1.8676 1.4442 -2.6494 0.059
H 1.0298 -1.0048 -1.0760 0.157
H 1.4179 0.7082 -1.3495 0.126
H 0.5924 1.9276 2.0664 0.080
H 1.9737 1.9952 1.1896 0.090
H 0.4444 2.5592 0.3423 0.131
```

- HOMO energy (eV) = -13.3
- total charge = +1
- gap between HOMO and LUMO (eV) = 8.77
- LUMO (eV) = -4.558

From most stable to least stable, the computed energies give Q, P.

P.
Here is a cluster of 2 separate species, C5H10 in total from the Open Molecules 2025 dataset. Energies are from the ωB97M-V functional and the def2-TZVPD basis.

XYZ file:
```
15
Properties=species:S:1:pos:R:3:lowdin_charge:R:1
C 1.3591 0.1536 1.6605 -0.095
C 2.7074 0.2470 1.5541 -0.065
H 0.7964 0.8803 2.2129 0.046
H 0.9123 -0.7696 1.2977 0.045
H 3.0911 1.1795 1.8305 0.013
H 3.3597 -0.4339 0.9352 0.070
C -2.2255 -0.1010 -0.3439 -0.133
C -0.9011 0.0848 -0.9615 -0.273
C -0.4508 -0.3853 -2.1078 -0.021
H -2.5266 -1.1694 -0.1415 0.093
H -2.3318 0.3640 0.6343 0.053
H -3.0687 0.4645 -0.8676 0.095
H -0.0438 0.4683 -0.3302 0.072
H 0.5018 -0.2135 -2.5476 0.041
H -1.1794 -0.7694 -2.8251 0.059
```

- HOMO energy (eV) = -9.7
- gap between HOMO and LUMO (eV) = 10.84
- LUMO (eV) = 1.172
- SMILES string = C=CC.C=C

Q.
Here is the molecule C5H10 from the Open Molecules 2025 dataset. Energies are from the ωB97M-V functional and the def2-TZVPD basis.

XYZ file:
```
15
Properties=species:S:1:pos:R:3:lowdin_charge:R:1
C 0.5571 1.3319 0.0016 -0.087
C 0.0506 -0.0454 -0.0814 -0.612
C 1.2156 -1.0084 -0.0575 -0.061
C -1.2642 -0.2084 -0.7638 -0.091
C -1.1635 -0.3285 0.7487 -0.103
H 1.1884 1.6716 -0.8071 0.079
H 1.0985 1.5901 0.9191 0.083
H -0.3670 2.0055 0.0556 0.103
H 1.9808 -0.6791 0.7692 0.110
H 1.8002 -1.0145 -0.9808 0.065
H 0.8790 -2.1108 0.1499 0.107
H -1.3210 -1.1292 -1.2971 0.092
H -1.7121 0.6798 -1.1735 0.097
H -1.3266 -1.3055 1.2231 0.102
H -1.6158 0.5509 1.2938 0.116
```

- HOMO energy (eV) = -9.9
- gap between HOMO and LUMO (eV) = 11.03
- LUMO (eV) = 1.123
- SMILES string = CC1(C)CC1

R.
Here is a cluster of 2 separate species, C5H10 in total from the Open Molecules 2025 dataset. Energies are from the ωB97M-V functional and the def2-TZVPD basis.

XYZ file:
```
15
Properties=species:S:1:pos:R:3:lowdin_charge:R:1
C -0.1619 0.6530 1.7661 0.021
C 0.0391 0.4649 0.4686 -0.351
C 1.2720 0.1823 -0.3741 -0.141
C 0.3549 0.0728 -1.6213 -0.169
C -0.8795 0.4059 -0.7411 -0.143
H -0.8271 -2.8267 1.4420 0.034
H 0.6614 0.6333 2.4768 0.060
H -1.1582 0.8273 2.1666 0.061
H -0.6891 -2.0968 1.3916 0.007
H 1.9936 1.0056 -0.4084 0.108
H 1.8097 -0.7339 -0.1081 0.106
H 0.3278 -0.9219 -2.0733 0.098
H 0.5655 0.8021 -2.4073 0.098
H -1.6456 -0.3755 -0.6969 0.102
H -1.3721 1.3538 -0.9817 0.108
```

- HOMO energy (eV) = -9.3
- gap between HOMO and LUMO (eV) = 10.59
- LUMO (eV) = 1.302
- SMILES string = C=C1CCC1.[H][H]

S.
Here is a cluster of 2 separate species, C5H10 in total from the Open Molecules 2025 dataset. Energies are from the ωB97M-V functional and the def2-TZVPD basis.

XYZ file:
```
15
Properties=species:S:1:pos:R:3:lowdin_charge:R:1
C 1.4039 1.3611 0.1834 -0.034
C 0.2480 0.9854 0.9643 -0.274
C 0.3011 0.3433 -0.4286 -0.368
C -0.2001 -1.0033 -0.5186 -0.089
C -1.6484 -1.2473 -0.2941 -0.074
H 1.9322 -1.3120 1.2384 0.041
H 2.4296 -1.1882 0.7027 0.056
H 1.5336 2.0951 -0.6079 0.040
H 0.3429 0.3147 1.8168 0.091
H -0.4639 1.7970 1.1302 0.090
H -0.0737 0.9936 -1.2298 0.151
H 0.2752 -1.7209 -1.1900 0.101
H -2.2425 -0.6091 0.3591 0.089
H -2.0726 -2.2483 -0.3478 0.077
H -1.7787 -0.8039 -1.3112 0.104
```

- HOMO energy (eV) = -6.4
- gap between HOMO and LUMO (eV) = 5.34
- LUMO (eV) = -1.051

From most stable to least stable, the computed energies give Q, R, P, S.

P.
Here is the molecule C5H10 from the Open Molecules 2025 dataset. Energies are from the ωB97M-V functional and the def2-TZVPD basis.

XYZ file:
```
15
Properties=species:S:1:pos:R:3:lowdin_charge:R:1
C 0.3891 0.4658 0.5747 -0.299
C 0.2414 1.7419 1.3755 -0.114
C 0.1940 -1.4447 -1.5627 -0.129
C -0.8150 -0.3275 0.3731 -0.160
C -0.8914 -1.2555 -0.6134 -0.193
H -1.7321 0.0605 0.7994 0.101
H 1.2177 -0.1472 0.9353 0.111
H 0.8670 0.5814 -0.6153 0.130
H -1.8627 -1.6467 -0.8895 0.091
H 0.0364 1.5120 2.4232 0.074
H 1.1603 2.3289 1.3526 0.069
H -0.5855 2.3466 1.0025 0.073
H -0.0645 -2.0453 -2.4295 0.068
H 1.0842 -1.8721 -1.1027 0.069
H 0.7611 -0.2981 -1.6233 0.110
```

- HOMO energy (eV) = -8.9
- gap between HOMO and LUMO (eV) = 10.14
- LUMO (eV) = 1.219
- SMILES string = C/C=C\CC

Q.
Here is the molecule C5H10 from the Open Molecules 2025 dataset. Energies are from the ωB97M-V functional and the def2-TZVPD basis.

XYZ file:
```
15
Properties=species:S:1:pos:R:3:lowdin_charge:R:1
C 0.4508 -1.4938 -0.7159 -0.085
C -0.7888 -0.8848 0.0057 -0.218
C -0.7617 0.5806 0.2278 -0.302
C 0.3836 1.3814 -0.3364 -0.135
C 0.2698 1.1925 1.1397 -0.120
H 1.0527 -2.1441 -0.0745 0.073
H 0.1803 -2.0876 -1.5980 0.074
H 1.1110 -0.7504 -1.0629 0.022
H -1.6843 -1.1707 -0.5563 0.102
H -0.9420 -1.4115 0.9563 0.107
H -1.7392 1.0612 0.2489 0.133
H 0.2987 2.3503 -0.8131 0.102
H 1.1244 0.8087 -0.8041 0.049
H 0.9855 0.5209 1.6013 0.102
H 0.0592 2.0472 1.7815 0.098
```

- HOMO energy (eV) = -10.0
- gap between HOMO and LUMO (eV) = 11.34
- LUMO (eV) = 1.315
- SMILES string = CCC1CC1

R.
Here is a cluster of 2 separate species, C5H10 in total from the Open Molecules 2025 dataset. Energies are from the ωB97M-V functional and the def2-TZVPD basis.

XYZ file:
```
15
Properties=species:S:1:pos:R:3:lowdin_charge:R:1
C 3.2646 -1.3525 0.9884 -0.068
C 2.6656 -0.1322 1.1952 -0.073
H 4.0435 -1.6467 1.6059 0.011
H 3.1617 -1.7620 -0.0146 0.041
H 2.6565 0.4836 2.0838 0.030
H 2.2016 0.3815 0.2913 0.059
C -2.5831 1.4388 -0.4191 -0.101
C -1.7525 0.3713 -1.1890 -0.231
C -1.4001 -0.8695 -0.8274 -0.036
H -3.3340 1.9694 -1.0169 0.062
H -3.1979 1.0616 0.4130 0.065
H -1.8832 2.1267 0.0638 0.066
H -1.4912 0.5918 -2.1765 0.056
H -0.4963 -1.4712 -1.1262 0.069
H -1.8552 -1.1907 0.1282 0.051
```

- HOMO energy (eV) = -9.5
- gap between HOMO and LUMO (eV) = 10.64
- LUMO (eV) = 1.124
- SMILES string = C=CC.C=C

From most stable to least stable, the computed energies give Q, P, R.